(1)
DFT (the ωB97M-V functional and the def2-TZVPD basis) results for a 2-piece molecular cluster, C36H37N2O overall in a non-equilibrium geometry.

The value obtained for the energy is -42953.2714 eV. Its frontier orbital gap is 0.14571 Ha. The value obtained for the LUMO energy is -4.9 eV. The calculation puts the max |F| at 0.045 Eh/bohr. Its net charge is +1.

Geometry (Å):
C: 6.123 0.419 3.178
O: 5.457 1.422 2.451
C: 4.075 1.481 2.665
C: 3.346 2.410 1.916
C: 1.987 2.524 2.051
C: 1.275 1.688 2.917
C: -0.184 1.770 2.939
C: -1.026 0.701 2.797
N: -2.411 0.899 2.676
C: -3.060 2.227 2.562
C: -4.569 1.980 2.384
C: -4.735 0.464 2.127
C: -3.319 -0.133 2.126
C: -0.484 -0.661 2.613
C: 0.328 -0.956 1.517
C: 0.838 -2.223 1.346
C: 0.560 -3.215 2.267
C: -0.254 -2.939 3.349
C: -0.776 -1.676 3.523
C: 2.005 0.766 3.680
C: 3.371 0.677 3.568
H: 7.174 0.425 2.885
H: 6.050 0.623 4.248
H: 5.693 -0.557 2.945
H: 3.873 3.030 1.215
H: 1.438 3.232 1.454
H: -0.613 2.757 2.935
H: -2.842 2.820 3.455
H: -2.636 2.747 1.697
H: -5.119 2.288 3.281
H: -4.970 2.575 1.553
H: -5.346 0.005 2.914
H: -5.250 0.270 1.178
H: -2.987 -0.381 1.114
H: -3.255 -1.045 2.725
H: 0.553 -0.177 0.806
H: 1.455 -2.442 0.492
H: 0.961 -4.208 2.133
H: -0.487 -3.715 4.058
H: -1.415 -1.457 4.362
H: 1.477 0.122 4.362
H: 3.903 -0.027 4.179
C: 0.252 -3.853 -3.154
C: -0.512 -2.587 -3.254
N: -1.877 -2.512 -3.379
C: -2.793 -3.649 -3.448
C: -2.273 -1.161 -3.411
C: -1.110 -0.380 -3.290
C: -1.213 1.007 -3.189
C: -2.450 1.597 -3.258
C: -3.604 0.830 -3.429
C: -3.527 -0.544 -3.497
C: 0.022 -1.277 -3.216
C: 1.371 -0.932 -2.988
C: 1.952 0.386 -3.032
C: 1.700 1.308 -4.073
C: 2.284 2.552 -4.064
C: 3.108 2.935 -3.019
C: 3.380 2.047 -1.993
C: 2.842 0.785 -2.011
H: 1.321 -3.666 -3.033
H: -0.086 -4.445 -2.301
H: 0.120 -4.461 -4.051
H: -3.825 -3.310 -3.523
H: -2.555 -4.255 -4.320
H: -2.690 -4.266 -2.557
H: -0.329 1.598 -3.041
H: -2.529 2.668 -3.178
H: -4.560 1.325 -3.512
H: -4.420 -1.129 -3.619
H: 2.008 -1.725 -2.633
H: 1.063 1.014 -4.891
H: 2.104 3.236 -4.877
H: 3.543 3.922 -3.005
H: 4.014 2.347 -1.176
H: 3.068 0.089 -1.221

(2)
DFT (the ωB97M-V functional and the def2-TZVPD basis) results for C36H37N3O6P2PdTe as an isolated structure.

The value obtained for the energy is -84042.5753 eV. Its frontier orbital gap (spin up / spin down) is 0.27559 / 0.23456 Ha. As for the multiplicity: 3. The value obtained for the LUMO energy (spin up / spin down) is 0.1 / -1.3 eV. The calculation puts the max |F| at 0.013 Eh/bohr. Its net charge is 0.

Geometry (Å):
Pd: -0.272 1.139 1.232
O: 0.135 2.908 4.379
C: 0.694 1.980 3.826
O: 1.220 1.999 2.631
C: 0.853 0.654 4.543
C: 0.609 0.579 5.907
C: 0.763 -0.623 6.581
C: 1.150 -1.762 5.889
C: 1.380 -1.702 4.522
C: 1.236 -0.496 3.843
P: 1.457 -0.378 2.043
C: 3.176 0.138 1.754
C: 4.008 0.452 2.825
C: 5.310 0.873 2.602
C: 5.794 0.995 1.307
C: 4.969 0.691 0.234
C: 3.668 0.267 0.457
C: 1.393 -2.100 1.431
C: 0.152 -2.739 1.473
C: -0.019 -3.986 0.895
C: 1.043 -4.609 0.251
C: 2.283 -3.988 0.212
C: 2.461 -2.743 0.804
H: 0.300 1.482 6.416
H: 0.579 -0.673 7.646
H: 1.271 -2.702 6.411
H: 1.668 -2.596 3.985
H: 3.636 0.377 3.838
H: 5.945 1.113 3.444
H: 6.809 1.329 1.136
H: 5.336 0.785 -0.780
H: 3.042 0.022 -0.392
H: -0.696 -2.240 1.925
H: -0.990 -4.462 0.930
H: 0.905 -5.575 -0.216
H: 3.120 -4.475 -0.272
H: 3.439 -2.283 0.780
C: -2.670 3.355 -4.389
C: -1.825 2.147 -4.681
C: -0.770 2.194 -5.584
C: 0.047 1.091 -5.790
C: -0.196 -0.094 -5.112
N: 0.685 -1.195 -5.310
C: 1.070 -2.135 -4.380
O: 1.387 -3.263 -4.701
N: 1.102 -1.740 -3.054
C: 1.227 -0.445 -2.524
C: 2.000 0.557 -3.101
C: 2.061 1.795 -2.485
C: 1.391 1.995 -1.289
N: 0.672 1.021 -0.738
C: 0.561 -0.158 -1.342
C: -1.282 -0.174 -4.246
C: -2.069 0.942 -4.025
H: -2.541 4.124 -5.150
H: -2.401 3.784 -3.421
H: -3.728 3.094 -4.341
H: -0.567 3.113 -6.121
H: 0.890 1.153 -6.467
H: 0.777 -1.546 -6.251
H: 1.226 -2.512 -2.414
H: 2.535 0.365 -4.022
H: 2.643 2.598 -2.913
H: 1.435 2.931 -0.748
H: -0.078 -0.892 -0.862
H: -1.491 -1.102 -3.729
H: -2.892 0.887 -3.322
C: -3.405 1.588 4.181
C: -4.170 0.972 3.035
O: -3.301 0.045 2.346
P: -3.018 0.102 0.787
O: -1.842 -0.777 0.488
Te: -2.516 2.353 0.114
O: -4.390 -0.435 0.179
C: -4.475 -0.649 -1.246
C: -5.426 0.349 -1.864
H: -4.043 2.289 4.721
H: -2.533 2.133 3.818
H: -3.066 0.820 4.876
H: -4.516 1.737 2.337
H: -5.029 0.394 3.376
H: -4.823 -1.673 -1.378
H: -3.476 -0.577 -1.684
H: -6.414 0.266 -1.411
H: -5.519 0.159 -2.935
H: -5.061 1.366 -1.719

(3)
DFT (the ωB97M-V functional and the def2-TZVPD basis) results for C36H38BaCl2N7O4P2 as an isolated structure in a non-equilibrium geometry.

The value obtained for the energy is -100889.8967 eV. Its frontier orbital gap is 0.20547 Ha. The value obtained for the LUMO energy is 1.2 eV. The calculation puts the max |F| at 0.021 Eh/bohr. Its net charge is -1.

Geometry (Å):
Ba: 1.466 0.814 1.828
Cl: 2.558 -4.246 7.176
C: 2.706 -3.382 5.672
C: 1.846 -2.343 5.409
C: 1.895 -1.599 4.217
N: 0.952 -0.609 3.890
C: 0.100 -0.143 4.807
O: 0.066 -0.333 6.030
C: -1.011 0.755 4.260
C: -1.905 1.291 5.191
C: -2.969 2.047 4.752
C: -3.119 2.250 3.388
C: -2.180 1.703 2.539
N: -1.141 0.974 2.949
C: 2.890 -1.939 3.276
C: 3.748 -3.004 3.571
C: 3.670 -3.723 4.738
Cl: 4.784 -5.035 5.005
N: 2.965 -1.320 2.003
C: 4.189 -1.125 1.500
O: 5.299 -1.256 2.025
C: 4.244 -0.715 0.041
C: 5.109 -1.422 -0.792
C: 5.260 -1.044 -2.106
C: 4.571 0.080 -2.552
C: 3.744 0.729 -1.656
N: 3.546 0.340 -0.397
H: 1.104 -2.083 6.145
H: -1.729 1.078 6.233
H: -3.672 2.468 5.459
H: -3.941 2.828 2.989
H: -2.259 1.856 1.472
H: 4.507 -3.263 2.852
H: 5.665 -2.250 -0.374
H: 5.916 -1.599 -2.764
H: 4.674 0.451 -3.563
H: 3.219 1.619 -1.971
C: 0.554 2.488 -1.808
P: -0.883 2.212 -0.714
C: -1.642 0.555 -1.060
N: -2.897 0.559 -0.665
C: -3.556 -0.607 -0.510
C: -4.904 -0.610 -0.079
C: -5.537 -1.798 0.142
C: -4.864 -3.028 -0.053
C: -3.568 -3.049 -0.478
C: -2.895 -1.830 -0.724
N: -1.623 -1.838 -1.179
C: -1.005 -0.702 -1.377
P: 0.714 -0.827 -2.051
C: 1.258 -2.382 -1.248
C: 0.344 -1.330 -3.828
C: -0.188 -0.075 -4.524
C: 1.699 -1.712 -4.429
C: -0.646 -2.474 -4.020
C: -2.127 3.444 -1.430
C: -1.364 4.759 -1.615
C: -3.242 3.701 -0.414
C: -2.704 2.979 -2.763
H: 0.943 3.471 -1.538
H: 0.340 2.437 -2.874
H: 1.304 1.755 -1.550
H: -5.398 0.337 0.085
H: -6.562 -1.802 0.485
H: -5.383 -3.956 0.141
H: -3.031 -3.974 -0.635
H: 2.269 -2.608 -1.593
H: 0.590 -3.222 -1.430
H: 1.318 -2.199 -0.171
H: 0.542 0.734 -4.483
H: -1.117 0.273 -4.064
H: -0.395 -0.289 -5.574
H: 2.444 -0.936 -4.241
H: 1.605 -1.845 -5.509
H: 2.069 -2.648 -4.009
H: -1.651 -2.189 -3.722
H: -0.365 -3.360 -3.455
H: -0.670 -2.746 -5.079
H: -0.828 5.039 -0.706
H: -2.082 5.549 -1.848
H: -0.653 4.708 -2.437
H: -2.817 4.048 0.530
H: -3.824 2.804 -0.228
H: -3.903 4.482 -0.796
H: -1.912 2.785 -3.490
H: -3.356 3.754 -3.172
H: -3.296 2.072 -2.641
O: 0.986 3.469 1.665
N: 2.186 3.807 1.712
O: 2.954 2.968 2.216

(4)
DFT (the ωB97M-V functional and the def2-TZVPD basis) results for C36H38N11NiO2S as an isolated structure in a non-equilibrium geometry.

The value obtained for the energy is -110307.7086 eV. Its frontier orbital gap (spin up / spin down) is 0.22678 / 0.23330 Ha. As for the multiplicity: 3. The value obtained for the LUMO energy (spin up / spin down) is -3.1 / -3.1 eV. The calculation puts the max |F| at 0.072 Eh/bohr. Its net charge is +1.

Geometry (Å):
Ni: -11.203 -7.366 -13.348
O: -10.959 -9.881 -15.905
S: -11.386 -10.585 -14.723
O: -10.593 -11.704 -14.253
N: -11.454 -9.468 -13.414
C: -12.139 -9.868 -12.301
C: -12.326 -11.181 -11.853
C: -13.178 -11.497 -10.828
C: -13.781 -10.521 -10.050
C: -13.613 -9.152 -10.406
C: -14.274 -8.054 -9.784
C: -14.134 -6.798 -10.303
C: -13.278 -6.539 -11.374
N: -12.631 -7.549 -11.997
C: -12.767 -8.790 -11.570
C: -13.101 -11.206 -14.956
C: -13.554 -12.493 -14.594
C: -14.815 -12.873 -15.074
C: -15.589 -11.993 -15.866
C: -15.151 -10.708 -16.099
C: -13.871 -10.334 -15.691
H: -11.718 -11.927 -12.393
H: -13.389 -12.529 -10.608
H: -14.387 -10.700 -9.184
H: -14.952 -8.233 -8.932
H: -14.698 -5.945 -9.930
H: -13.124 -5.515 -11.809
H: -12.900 -13.152 -14.017
H: -15.083 -13.915 -14.858
H: -16.515 -12.305 -16.293
H: -15.751 -10.034 -16.636
H: -13.535 -9.340 -15.966
N: -14.480 -6.135 -14.339
C: -13.589 -6.179 -15.386
N: -13.990 -5.914 -16.607
C: -13.094 -5.979 -17.594
N: -13.571 -5.796 -18.830
N: -11.785 -6.279 -17.421
C: -11.485 -6.555 -16.164
N: -12.280 -6.483 -15.084
C: -10.130 -6.978 -15.972
C: -9.323 -7.240 -17.112
C: -8.162 -7.915 -16.962
C: -7.813 -8.345 -15.668
C: -8.570 -8.033 -14.610
N: -9.749 -7.335 -14.736
H: -15.469 -5.993 -14.596
H: -14.317 -6.768 -13.547
H: -14.592 -5.733 -18.972
H: -12.957 -5.526 -19.584
H: -9.766 -6.872 -18.050
H: -7.482 -8.095 -17.812
H: -6.869 -8.908 -15.489
H: -8.273 -8.261 -13.572
C: -9.150 -14.340 -12.703
N: -8.541 -13.254 -11.882
C: -8.135 -13.372 -10.560
C: -7.357 -12.285 -10.255
N: -7.237 -11.440 -11.366
C: -7.968 -12.097 -12.320
H: -9.894 -14.842 -12.050
H: -8.367 -15.014 -13.058
H: -9.627 -13.895 -13.524
H: -8.416 -14.230 -10.029
H: -6.801 -12.106 -9.359
H: -8.058 -11.807 -13.341
C: -8.559 -4.019 -14.494
N: -9.944 -3.523 -14.167
C: -9.941 -2.061 -14.290
C: -10.556 -4.068 -12.891
C: -9.624 -5.045 -12.116
C: -8.582 -4.469 -11.387
C: -7.762 -5.352 -10.635
C: -8.009 -6.710 -10.640
C: -9.132 -7.228 -11.326
C: -9.963 -6.392 -12.049
H: -8.245 -3.558 -15.477
H: -8.570 -5.103 -14.625
H: -7.852 -3.757 -13.722
H: -10.587 -3.909 -14.891
H: -9.215 -1.535 -13.609
H: -10.936 -1.661 -14.057
H: -9.752 -1.823 -15.323
H: -11.455 -4.578 -13.193
H: -10.883 -3.207 -12.223
H: -8.394 -3.365 -11.402
H: -6.951 -4.970 -10.006
H: -7.284 -7.403 -10.213
H: -9.366 -8.292 -11.229

(5)
DFT (the ωB97M-V functional and the def2-TZVPD basis) results for C36H38N2O3P2RbS5Se2 as an isolated structure.

The value obtained for the energy is -251180.1701 eV. Its frontier orbital gap (spin up / spin down) is 0.09555 / 0.23055 Ha. As for the multiplicity: 2. The value obtained for the LUMO energy (spin up / spin down) is 3.5 / 3.5 eV. The calculation puts the max |F| at 0.010 Eh/bohr. Its net charge is -2.

Geometry (Å):
Rb: -0.398 -0.702 0.630
C: -1.015 -2.216 4.119
C: -1.651 -3.194 3.192
N: -1.588 -3.119 1.905
C: -2.245 -4.144 1.280
C: -2.829 -5.047 2.119
S: -2.538 -4.584 3.748
C: -2.268 -4.173 -0.181
C: -2.985 -5.040 -0.950
S: -2.714 -4.692 -2.610
C: -1.649 -3.395 -2.158
N: -1.521 -3.260 -0.881
C: -0.990 -2.520 -3.169
H: -1.232 -1.204 3.772
H: 0.070 -2.340 4.106
H: -1.394 -2.323 5.135
H: -3.389 -5.929 1.859
H: -3.647 -5.825 -0.625
H: -1.124 -2.898 -4.183
H: 0.077 -2.435 -2.947
H: -1.402 -1.510 -3.107
C: -6.404 -1.383 2.664
C: -4.973 -1.716 3.037
O: -4.180 -0.556 3.283
P: -3.693 0.414 2.084
S: -2.053 1.335 2.649
S: -3.663 -0.527 0.351
O: -4.960 1.449 2.115
C: -4.911 2.556 1.220
C: -6.194 3.341 1.380
H: -6.985 -2.305 2.575
H: -6.429 -0.859 1.709
H: -6.859 -0.746 3.425
H: -4.505 -2.309 2.246
H: -4.936 -2.282 3.969
H: -4.798 2.186 0.197
H: -4.039 3.171 1.456
H: -7.056 2.718 1.136
H: -6.190 4.207 0.714
H: -6.301 3.692 2.408
Se: 2.368 -0.913 -2.264
P: 1.291 0.717 -3.139
Se: -0.551 1.346 -2.245
C: 2.432 2.151 -3.286
C: 3.637 1.992 -3.970
C: 4.516 3.055 -4.098
C: 4.206 4.287 -3.534
C: 3.013 4.447 -2.844
C: 2.126 3.383 -2.724
C: 0.982 0.385 -4.925
C: 0.224 1.295 -5.661
C: -0.014 1.080 -7.009
C: 0.494 -0.052 -7.636
C: 1.242 -0.964 -6.906
C: 1.488 -0.744 -5.556
H: 3.889 1.021 -4.381
H: 5.451 2.920 -4.629
H: 4.896 5.117 -3.628
H: 2.771 5.400 -2.389
H: 1.192 3.492 -2.185
H: -0.194 2.159 -5.158
H: -0.604 1.793 -7.573
H: 0.300 -0.224 -8.688
H: 1.636 -1.852 -7.386
H: 2.071 -1.446 -4.970
O: 1.570 -1.333 2.361
S: 2.870 -0.759 1.840
C: 4.074 -0.821 3.072
C: 5.384 -1.218 2.691
C: 6.437 -1.133 3.566
C: 6.252 -0.628 4.878
C: 4.958 -0.246 5.266
C: 3.887 -0.339 4.407
C: 2.433 1.002 1.708
C: 3.041 1.749 0.704
C: 2.798 3.111 0.613
C: 1.952 3.726 1.529
C: 1.338 2.978 2.527
C: 1.581 1.614 2.619
H: 5.536 -1.597 1.685
H: 7.420 -1.461 3.243
H: 7.084 -0.548 5.566
H: 4.791 0.125 6.273
H: 2.890 -0.078 4.743
H: 3.676 1.248 -0.020
H: 3.252 3.686 -0.185
H: 1.752 4.789 1.452
H: 0.651 3.447 3.220
H: 1.068 1.006 3.354

These records have ΔE to the lowest compared entry with this formula, charge and spin values of 20.4 19.2 148.3 303.8 38.8 kJ/mol, in the order they appear.
These records have M values of 513.7 903.7 902.9 747.5 1012.4 g/mol, in the order they appear.